Entry 1:
Entry from the OMol25 dataset: a 2-piece molecular cluster, C47H43N4 overall in a non-equilibrium geometry (ωB97M-V/def2-TZVPD).

```
! wB97M-V def2-TZVPD RIJCOSX def2/J DEFGRID3
* xyz 1 1
C -6.48 0.89 -3.03
C -6.89 0.89 -1.69
C -6.38 -0.06 -0.80
C -5.46 -1.01 -1.25
N -4.96 -1.99 -0.34
C -5.54 -3.29 -0.38
C -5.18 -4.21 -1.37
C -5.72 -5.50 -1.33
C -6.62 -5.86 -0.33
C -7.01 -4.92 0.63
C -6.47 -3.63 0.61
C -3.66 -1.81 0.18
C -3.48 -0.94 1.28
C -2.21 -0.65 1.73
C -1.05 -1.17 1.07
C 0.22 -0.66 1.42
C 1.48 -1.06 0.91
C 2.64 -0.89 1.72
C 3.89 -1.27 1.27
C 4.02 -1.95 0.04
N 5.31 -2.33 -0.38
C 5.53 -3.62 -0.96
C 5.21 -3.89 -2.28
C 5.40 -5.18 -2.80
C 5.93 -6.18 -1.99
C 6.31 -5.89 -0.67
C 6.12 -4.61 -0.16
C 6.21 -1.28 -0.72
C 7.29 -1.01 0.12
C 8.18 0.02 -0.20
C 8.00 0.75 -1.38
C 6.92 0.46 -2.23
C 6.02 -0.55 -1.89
C 2.89 -2.16 -0.76
C 1.68 -1.61 -0.39
C -1.28 -2.18 0.09
C -2.55 -2.45 -0.38
C -5.04 -1.01 -2.58
C -5.56 -0.07 -3.47
H -6.86 1.64 -3.72
H -7.60 1.63 -1.33
H -6.69 -0.09 0.25
H -4.48 -3.90 -2.14
H -5.42 -6.21 -2.10
H -7.03 -6.87 -0.29
H -7.74 -5.17 1.41
H -6.74 -2.87 1.34
H -4.37 -0.51 1.74
H -2.08 0.02 2.59
H 0.23 0.10 2.20
H 2.53 -0.45 2.71
H 4.79 -1.07 1.84
H 4.80 -3.08 -2.90
H 5.12 -5.38 -3.83
H 6.05 -7.19 -2.38
H 6.76 -6.66 -0.04
H 6.40 -4.35 0.86
H 7.40 -1.60 1.03
H 9.00 0.25 0.47
H 8.69 1.56 -1.64
H 6.77 1.02 -3.15
H 5.16 -0.78 -2.52
H 3.01 -2.70 -1.70
H 0.87 -1.59 -1.12
H -0.45 -2.75 -0.32
H -2.70 -3.13 -1.22
H -4.32 -1.77 -2.90
H -5.24 -0.09 -4.51
C 0.70 7.07 0.42
N -0.49 6.80 1.19
C -1.53 7.80 1.12
C -2.76 7.13 1.75
C -2.43 5.63 1.84
C -1.07 5.46 1.12
C -0.15 4.44 1.75
C 0.68 4.83 2.81
C 1.43 3.85 3.46
C 1.30 2.52 3.03
N 0.49 2.16 2.04
C -0.23 3.08 1.40
H 1.49 6.36 0.69
H 0.53 7.01 -0.67
H 1.05 8.08 0.66
H -1.22 8.72 1.64
H -1.74 8.09 0.07
H -2.95 7.56 2.74
H -3.65 7.30 1.14
H -2.33 5.34 2.89
H -3.19 4.98 1.39
H -1.27 5.18 0.06
H 0.71 5.88 3.11
H 2.11 4.09 4.27
H 1.87 1.72 3.52
H -0.90 2.76 0.60
*
```

The lowest unoccupied orbital energy is -4.7 eV. For the energy relative to the best compared isomer or geometry (same formula, charge and spin), the calculation gives 0.535 eV. Its gap between HOMO and LUMO is 5.505 eV. The molar mass is 663.89 g/mol.

Löwdin atomic charge list, values in e, 5 entries:
1. C -0.08
2. C -0.07
3. C -0.01
4. C -0.22
5. N -0.04


Entry 2:
Entry from the OMol25 dataset: one molecule with the formula C4H6O2 in a non-equilibrium geometry (ωB97M-V/def2-TZVPD).

```
! wB97M-V def2-TZVPD RIJCOSX def2/J DEFGRID3
* xyz 0 1
C 1.56 -0.16 0.23
C 0.20 0.43 0.25
C -1.16 0.16 0.61
O -0.41 1.17 1.31
C -0.86 0.52 -0.80
O -0.85 -0.70 -1.49
H 2.29 0.66 0.31
H 1.69 -0.86 1.05
H 1.71 -0.66 -0.73
H -2.06 -0.32 0.94
H -0.77 -1.30 -0.72
H -1.29 1.37 -1.33
*
```

The lowest unoccupied orbital energy is 1.0 eV. For the energy relative to the best compared isomer or geometry (same formula, charge and spin), the calculation gives 4.335 eV. Its gap between HOMO and LUMO is 9.977 eV. Its structure (SMILES) is C[C@]12O[C@H]1[C@@H]2O. The molar mass is 86.09 g/mol.

natural (NBO) atomic charge list, values in e, 5 entries:
1. C -0.65
2. C 0.24
3. C -0.06
4. O -0.49
5. C 0.05


Entry 3:
Entry from the OMol25 dataset: a 2-piece molecular cluster, C41H45N4O2 overall in a non-equilibrium geometry (ωB97M-V/def2-TZVPD).

```
! wB97M-V def2-TZVPD RIJCOSX def2/J DEFGRID3
* xyz 1 1
C 2.60 6.07 4.23
C 2.27 4.69 3.77
C 3.31 3.81 3.44
C 3.06 2.50 3.06
C 4.23 1.62 2.75
C 1.72 2.08 2.97
N 1.45 0.77 2.54
C 0.80 -0.22 3.20
N 0.77 -1.27 2.35
C 0.13 -2.48 2.62
C -1.13 -2.43 3.24
C -1.87 -1.15 3.51
C -1.71 -3.62 3.67
C -1.05 -4.84 3.49
C -1.61 -6.10 4.07
C 0.16 -4.87 2.81
C 0.80 -3.70 2.40
C 2.21 -3.84 1.89
C 1.40 -1.02 1.02
C 1.82 0.42 1.13
C 0.66 2.96 3.23
C -0.77 2.57 3.05
C 0.95 4.26 3.66
H 1.70 6.69 4.22
H 3.02 6.06 5.25
H 3.36 6.53 3.58
H 4.35 4.15 3.48
H 4.00 0.56 2.70
H 4.71 1.93 1.80
H 5.00 1.76 3.53
H -2.64 -1.33 4.28
H -1.20 -0.39 3.92
H -2.35 -0.72 2.62
H -2.67 -3.60 4.20
H -0.95 -6.93 3.85
H -1.72 -6.01 5.16
H -2.61 -6.29 3.65
H 0.67 -5.83 2.67
H 2.58 -4.83 2.19
H 2.26 -3.84 0.79
H 2.91 -3.11 2.31
H 2.26 -1.68 0.89
H 0.68 -1.18 0.20
H 1.28 1.06 0.42
H 2.90 0.56 1.02
H -1.39 3.47 3.11
H -0.96 2.11 2.07
H -1.11 1.89 3.85
H 0.14 4.96 3.88
C -4.36 6.49 8.21
O -3.13 7.02 7.67
C -2.01 6.26 7.72
C -0.83 6.81 7.16
C 0.33 6.04 7.10
C 0.31 4.70 7.51
N 1.49 3.93 7.42
C 1.59 2.59 7.15
C 0.63 1.81 6.36
C 1.14 0.61 5.70
C 0.33 -0.49 5.55
C 0.82 -1.87 5.77
C 0.03 -2.85 6.41
C 0.47 -4.16 6.53
C 1.71 -4.53 6.01
C 2.53 -3.56 5.43
C 2.11 -2.23 5.34
O -0.57 2.18 6.25
N 2.86 2.22 7.46
C 3.36 0.87 7.61
C 3.60 3.35 7.79
C 2.76 4.40 7.76
C -0.84 4.18 8.10
C -1.98 4.96 8.27
H -5.10 7.26 7.98
H -4.65 5.55 7.71
H -4.29 6.34 9.29
H -0.86 7.83 6.78
H 1.24 6.49 6.69
H 2.18 0.63 5.39
H -0.75 -0.35 5.74
H -0.92 -2.53 6.87
H -0.16 -4.90 7.03
H 2.03 -5.57 6.06
H 3.52 -3.84 5.04
H 2.79 -1.45 4.98
H 4.15 0.88 8.38
H 2.56 0.19 7.93
H 3.82 0.50 6.69
H 4.65 3.29 8.02
H 2.95 5.44 7.99
H -0.86 3.15 8.46
H -2.85 4.54 8.77
*
```

The lowest unoccupied orbital energy is -3.5 eV. For the energy relative to the best compared isomer or geometry (same formula, charge and spin), the calculation gives 2.786 eV. Its gap between HOMO and LUMO is 6.326 eV. The molar mass is 625.84 g/mol.

Löwdin atomic charge list, values in e, 5 entries:
1. C -0.05
2. C -0.27
3. C -0.01
4. C -0.20
5. C -0.05


Entry 4:
Entry from the OMol25 dataset: a 2-piece molecular cluster, C7H10NS overall in a non-equilibrium geometry (ωB97M-V/def2-TZVPD).

```
! wB97M-V def2-TZVPD RIJCOSX def2/J DEFGRID3
* xyz 1 1
C -2.46 1.12 -0.68
C -1.06 1.05 -0.69
C -3.06 0.13 0.07
C 1.42 -0.78 -1.14
C 1.23 -1.82 -0.03
C 0.66 -0.45 0.13
C 1.86 1.16 1.54
N -0.64 -0.03 0.01
S -1.91 -0.89 0.82
H -2.92 1.87 -1.27
H -0.32 1.65 -1.28
H -4.16 -0.03 0.10
H 2.47 -0.51 -1.21
H 0.90 -0.98 -2.00
H 0.51 -2.75 -0.04
H 1.95 -2.17 0.69
H 2.37 0.32 1.98
H 0.96 1.23 2.18
H 2.19 1.87 0.82
*
```

The lowest unoccupied orbital energy (spin up / spin down) is -5.2 / -5.0 eV. For the energy relative to the best compared isomer or geometry (same formula, charge and spin), the calculation gives 3.297 eV. Its gap between HOMO and LUMO (spin up / spin down) is 7.201 / 7.238 eV. The molar mass is 140.23 g/mol.

natural (NBO) atomic charge list, values in e, 5 entries:
1. C -0.27
2. C 0.10
3. C -0.35
4. C -0.43
5. C -0.45


Entry 5:
Entry from the OMol25 dataset: a 2-piece molecular cluster, H8N2OSi2 overall in a non-equilibrium geometry (ωB97M-V/def2-TZVPD).

```
! wB97M-V def2-TZVPD RIJCOSX def2/J DEFGRID3
* xyz 0 1
N -0.49 -1.83 0.74
N -2.58 0.91 -0.90
O 1.54 -0.21 0.33
Si 1.66 1.39 0.12
Si 1.12 -1.68 0.80
H -1.00 -2.69 0.70
H -3.43 0.39 -0.86
H -2.11 0.58 -1.71
H -1.89 0.70 -0.23
H 2.89 1.44 -0.66
H 1.85 2.06 1.47
H 0.22 1.61 -0.43
H 2.20 -2.68 0.64
*
```

The lowest unoccupied orbital energy is -0.1 eV. For the energy relative to the best compared isomer or geometry (same formula, charge and spin), the calculation gives 2.653 eV. Its gap between HOMO and LUMO is 9.338 eV. Its structure (SMILES) is [H]/N=[SiH]/O[SiH3].N. The molar mass is 108.25 g/mol.

natural (NBO) atomic charge list, values in e, 5 entries:
1. N -1.37
2. N -1.07
3. O -1.29
4. Si 1.23
5. Si 1.81


Entry 6:
Entry from the OMol25 dataset: a 3-piece molecular cluster, CH6NO4 overall in a non-equilibrium geometry (ωB97M-V/def2-TZVPD).

```
! wB97M-V def2-TZVPD RIJCOSX def2/J DEFGRID3
* xyz -1 1
N -0.70 1.85 0.29
C -0.08 0.99 -0.65
O 0.98 0.45 -0.20
O -0.79 0.62 -1.67
H -0.13 2.44 0.93
H -1.46 2.38 -0.02
H 0.46 -1.32 -1.01
H -0.86 -2.00 -1.21
O -0.01 -2.07 -0.72
H 0.85 -0.39 1.39
H 0.60 -1.74 1.15
O 1.15 -1.21 1.73
*
```

The lowest unoccupied orbital energy is 4.2 eV. For the energy relative to the best compared isomer or geometry (same formula, charge and spin), the calculation gives 0.668 eV. Its gap between HOMO and LUMO is 8.977 eV. The molar mass is 96.06 g/mol.

natural (NBO) atomic charge list, values in e, 5 entries:
1. N -0.89
2. C 0.86
3. O -0.82
4. O -0.83
5. H 0.36


Entry 7:
Entry from the OMol25 dataset: C11H33AgN6O5 as an isolated structure in a non-equilibrium geometry (ωB97M-V/def2-TZVPD).

```
! wB97M-V def2-TZVPD RIJCOSX def2/J DEFGRID3
* xyz 0 1
Ag -0.84 -0.18 -1.27
C 2.30 3.90 -1.42
O 1.24 3.60 -2.30
H 2.11 3.66 -0.38
H 3.24 3.50 -1.82
H 2.42 4.98 -1.31
C -2.43 1.87 4.49
C -1.81 0.53 4.53
C -1.92 -0.18 5.88
O -0.87 0.14 6.75
C -1.25 1.13 7.72
N -2.51 -0.33 3.53
H -1.77 2.50 5.09
H -3.41 1.86 4.96
H -2.64 2.20 3.47
H -0.78 0.62 4.20
H -1.77 -1.25 5.72
H -2.93 -0.10 6.30
H -1.93 1.91 7.37
H -0.51 1.80 8.16
H -1.59 0.44 8.49
H -2.36 -1.32 3.59
H -3.51 -0.19 3.51
C 4.35 -3.41 1.00
C 3.83 -2.40 0.00
C 4.71 -2.01 -1.28
O 6.00 -1.64 -0.86
C 6.65 -0.59 -1.62
N 2.53 -2.86 -0.37
H 3.87 -3.39 1.98
H 5.40 -3.16 1.12
H 4.38 -4.43 0.61
H 3.76 -1.42 0.47
H 4.15 -1.33 -1.91
H 4.63 -2.80 -2.03
H 6.06 0.32 -1.63
H 6.90 -0.93 -2.62
H 7.60 -0.28 -1.16
H 2.69 -3.84 -0.57
H 1.99 -3.12 0.45
C -5.96 1.21 -2.30
O -5.38 0.15 -2.23
N -7.23 1.43 -2.25
N -5.39 2.33 -2.42
H -7.64 2.31 -2.00
H -7.85 0.63 -2.29
H -5.97 3.13 -2.63
H -4.39 2.43 -2.34
C -0.92 -1.08 -6.81
O -1.21 -1.45 -5.73
N -0.39 0.08 -7.12
N -1.09 -1.83 -7.83
H -0.13 0.64 -6.32
H -0.16 0.45 -8.03
H -0.76 -1.47 -8.72
H -1.53 -2.74 -7.79
*
```

The lowest unoccupied orbital energy is -2.4 eV. For the energy relative to the best compared isomer or geometry (same formula, charge and spin), the calculation gives 6.211 eV. Its gap between HOMO and LUMO is 3.483 eV. The molar mass is 437.29 g/mol.

natural (NBO) atomic charge list, values in e, 5 entries:
1. Ag 0.62
2. C -0.27
3. O -0.75
4. H 0.13
5. H 0.12


Entry 8:
Entry from the OMol25 dataset: a 4-piece molecular cluster, C3H14O3S overall in a non-equilibrium geometry (ωB97M-V/def2-TZVPD).

```
! wB97M-V def2-TZVPD RIJCOSX def2/J DEFGRID3
* xyz 0 1
C -2.22 0.69 0.19
C -0.70 0.41 0.07
S -0.31 -1.29 0.18
C 1.43 -1.26 0.83
H -2.43 1.68 0.47
H -2.83 0.60 -0.81
H -2.61 -0.04 0.82
H -0.45 0.82 -0.94
H -0.14 0.80 0.95
H 1.58 -0.79 1.85
H 2.12 -0.73 0.10
H 1.62 -2.31 0.96
H -3.20 0.47 4.26
H -1.89 1.08 4.13
O -2.65 1.00 3.60
H 3.21 1.49 -1.54
H 3.52 1.18 -2.96
O 2.88 1.00 -2.32
H 0.62 -1.23 -3.81
H 1.37 -1.59 -2.58
O 1.09 -1.97 -3.44
*
```

The lowest unoccupied orbital energy is 0.5 eV. For the energy relative to the best compared isomer or geometry (same formula, charge and spin), the calculation gives 1.488 eV. Its gap between HOMO and LUMO is 8.868 eV. Its structure (SMILES) is CCSC.O.O.O. The molar mass is 130.21 g/mol.

natural (NBO) atomic charge list, values in e, 5 entries:
1. C -0.59
2. C -0.58
3. S 0.20
4. C -0.74
5. H 0.22


Entry 9:
Entry from the OMol25 dataset: one molecule with the formula C5H13N3O in a non-equilibrium geometry (ωB97M-V/def2-TZVPD).

```
! wB97M-V def2-TZVPD RIJCOSX def2/J DEFGRID3
* xyz 0 1
C 0.69 -1.46 -1.26
C 0.01 -0.04 -0.80
C -1.60 -0.22 -1.25
C 0.68 1.19 -1.32
C -0.33 0.64 1.43
H 0.29 -2.28 -0.62
H 1.85 -1.52 -0.98
H 0.54 -1.72 -2.42
H -2.05 -1.17 -0.82
H -2.37 0.58 -0.73
H -1.64 -0.41 -2.35
H 1.57 1.39 -0.67
H 0.08 2.24 -1.32
H 1.10 1.13 -2.42
H -0.85 2.09 0.17
H 0.10 1.05 3.45
H 1.62 -0.77 2.35
H 0.15 -1.67 2.21
N -0.55 1.93 1.16
N -0.15 0.20 2.69
N 0.78 -0.92 2.91
O 0.09 -0.28 0.58
*
```

The lowest unoccupied orbital energy is 0.6 eV. For the energy relative to the best compared isomer or geometry (same formula, charge and spin), the calculation gives 5.180 eV. Its gap between HOMO and LUMO is 9.535 eV. Its structure (SMILES) is [H]/N=C(/NN)OC(C)(C)C. The molar mass is 131.18 g/mol.

natural (NBO) atomic charge list, values in e, 5 entries:
1. C -0.62
2. C 0.26
3. C -0.67
4. C -0.67
5. C 0.67


Entry 10:
Entry from the OMol25 dataset: a 2-piece molecular cluster, CClF2N overall in a non-equilibrium geometry (ωB97M-V/def2-TZVPD).

```
! wB97M-V def2-TZVPD RIJCOSX def2/J DEFGRID3
* xyz 0 1
C 0.24 0.22 -0.62
N -0.04 -0.86 -0.07
F 0.06 1.59 1.66
F -0.38 -2.04 -0.59
Cl 0.60 1.77 -0.89
*
```

The lowest unoccupied orbital energy (spin up / spin down) is -3.3 / -3.3 eV. For the energy relative to the best compared isomer or geometry (same formula, charge and spin), the calculation gives 4.989 eV. Its gap between HOMO and LUMO (spin up / spin down) is 5.909 / 5.840 eV. The molar mass is 99.47 g/mol.

The computed natural (NBO) charges, all in e, follow:
1. C 0.40
2. N 0.07
3. F -0.79
4. F -0.11
5. Cl 0.44


Entry 11:
Entry from the OMol25 dataset: one molecule with the formula C4H3N in a non-equilibrium geometry (ωB97M-V/def2-TZVPD).

```
! wB97M-V def2-TZVPD RIJCOSX def2/J DEFGRID3
* xyz 0 1
C -0.87 0.01 -0.76
C 0.02 0.93 -0.41
C 0.74 -0.87 0.81
C -0.46 -1.12 0.25
N 0.91 0.37 0.49
H -1.93 0.13 -1.21
H 0.28 1.94 -0.61
H 1.32 -1.40 1.43
*
```

The lowest unoccupied orbital energy (spin up / spin down) is -1.4 / -1.9 eV. For the energy relative to the best compared isomer or geometry (same formula, charge and spin), the calculation gives 3.741 eV. Its gap between HOMO and LUMO (spin up / spin down) is 7.847 / 7.472 eV. Its structure (SMILES) is C1=CC=NC=1. The molar mass is 65.07 g/mol.

natural (NBO) atomic charge list, values in e, 5 entries:
1. C -0.35
2. C -0.10
3. C -0.20
4. C 0.24
5. N -0.27


Entry 12:
Entry from the OMol25 dataset: C16H19B2F8N6Os as an isolated structure (ωB97M-V/def2-TZVPD).

```
! wB97M-V def2-TZVPD RIJCOSX def2/J DEFGRID3
* xyz 1 1
Os 0.81 -0.01 -0.36
C 2.29 2.57 0.66
N 1.94 1.90 -0.61
C 3.21 1.77 -1.38
C 1.03 2.74 -1.44
C -0.39 2.53 -1.00
N -0.62 1.07 -0.83
C -2.00 0.70 -0.70
C -2.55 -0.18 -1.63
F -1.85 -0.57 -2.68
C -3.87 -0.58 -1.52
F -4.35 -1.42 -2.43
C -4.68 -0.11 -0.51
C -4.15 0.81 0.37
F -4.90 1.32 1.35
C -2.84 1.23 0.27
F -2.39 2.15 1.14
H 2.88 3.47 0.45
H 2.88 1.88 1.27
H 1.40 2.85 1.21
H 3.58 2.78 -1.58
H 3.04 1.26 -2.32
H 3.94 1.23 -0.79
H 1.14 2.41 -2.47
H 1.31 3.79 -1.38
H -1.11 2.94 -1.70
H -0.58 3.01 -0.03
H -5.71 -0.42 -0.43
B 0.16 -2.62 1.93
N -0.15 -1.11 2.24
C -0.53 -0.73 3.46
C -0.53 0.66 3.53
C -0.12 1.07 2.29
N 0.10 -0.01 1.50
N 0.00 -2.86 0.40
C -0.14 -4.05 -0.17
C -0.13 -3.91 -1.55
C 0.02 -2.56 -1.75
N 0.06 -1.91 -0.56
H 1.28 -2.88 2.27
H -0.68 -3.26 2.50
H -0.77 -1.48 4.19
H -0.81 1.27 4.37
H -0.03 2.07 1.91
H -0.22 -4.93 0.45
H -0.21 -4.68 -2.29
H 0.10 -2.01 -2.67
F 2.29 -0.80 -1.66
B 3.13 -1.53 -0.62
F 2.85 -2.83 -0.63
F 4.40 -1.14 -0.71
F 2.48 -0.87 0.59
*
```

The lowest unoccupied orbital energy (spin up / spin down) is -5.3 / -5.3 eV. For the energy relative to the best compared isomer or geometry (same formula, charge and spin), the calculation gives 0.000 eV. Its gap between HOMO and LUMO (spin up / spin down) is 6.701 / 6.703 eV. The molar mass is 659.21 g/mol.

natural (NBO) atomic charge list, values in e, 5 entries:
1. Os 1.41
2. C -0.42
3. N -0.43
4. C -0.42
5. C -0.24